Entry 1:
A 11-piece molecular cluster, C19H60O19 overall. Source: OMol25; level of theory: ωB97M-V with the def2-TZVPD basis set.

Geometry as XYZ:
```
98
Properties=species:S:1:pos:R:3:forces:R:3
C -7.47165 -11.75373 -10.89986 -1.76 -0.12 0.67
O -6.56604 -11.93269 -11.93247 0.81 0.47 0.03
H -7.26700 -10.84412 -10.33574 0.26 -0.03 -0.20
H -8.49850 -11.69697 -11.26488 -0.18 0.56 -0.45
H -7.62331 -12.55986 -10.18074 1.02 -0.40 0.13
H -6.63377 -12.77783 -12.38575 -0.25 -0.32 -0.25
C -7.09482 -13.33897 -15.19452 -1.23 -0.25 -0.61
O -6.45748 -13.68392 -14.00513 0.70 -0.15 0.52
H -6.57572 -13.68029 -16.09046 0.35 0.18 0.05
H -8.04830 -13.86850 -15.20221 -0.30 0.17 -0.18
H -7.29713 -12.26946 -15.25462 0.17 0.07 -0.01
H -5.65676 -14.15785 -14.24208 0.46 -0.36 0.13
C -3.57746 -12.47426 -13.19477 -1.19 0.52 1.21
O -3.86850 -11.46097 -12.18323 0.85 -0.13 -0.84
H -2.52198 -12.35225 -13.43396 -0.30 -0.37 -0.41
H -3.84020 -13.45002 -12.78497 0.67 -0.24 0.17
H -4.32001 -12.36017 -13.98449 0.70 0.34 -0.60
H -4.81748 -11.30632 -12.22080 -0.49 -0.18 0.37
C -1.38167 -12.06203 -7.95821 -1.01 0.12 -0.13
C -1.78049 -12.32620 -9.42185 -0.47 0.65 0.96
O -3.13139 -11.84885 -9.63985 1.53 -0.42 1.19
O -2.42375 -12.44407 -7.06381 0.52 -0.29 -0.09
H -1.19037 -10.99923 -7.80461 0.12 0.22 -0.16
H -0.47121 -12.60784 -7.71015 -0.03 -0.13 0.01
H -1.70554 -13.40130 -9.58772 -0.08 -0.08 -0.36
H -1.04525 -11.75957 -9.99436 -0.07 -0.13 -0.55
H -3.27471 -11.73426 -10.58505 -0.31 0.01 -0.64
H -3.23523 -12.35834 -7.57128 -0.27 0.08 -0.07
C -2.86314 -12.73551 -18.36989 0.98 -1.93 -0.52
C -2.83353 -12.41201 -16.90933 -1.31 -0.56 -0.02
O -2.63748 -11.03999 -16.81214 0.45 1.36 0.36
O -1.53106 -12.67278 -18.86949 -0.08 1.25 -0.48
H -3.47777 -12.07178 -18.97845 -0.43 0.11 0.43
H -3.09941 -13.76773 -18.63032 -0.85 -0.09 0.62
H -2.04962 -12.92521 -16.35221 -0.05 -0.48 -0.34
H -3.80745 -12.65660 -16.48251 -0.12 -0.28 0.29
H -2.04120 -10.90439 -16.07185 0.15 0.20 -0.08
H -1.55171 -11.73223 -19.06446 1.36 0.19 -0.27
C -2.30959 -17.25436 -12.52355 -0.35 2.38 -0.34
C -1.47363 -15.90005 -12.60778 0.57 -0.62 -0.15
O -1.70590 -15.16654 -13.83252 -1.07 -1.84 0.70
O -3.64566 -16.87041 -12.16671 0.50 -0.46 0.03
H -1.97585 -18.01708 -11.82027 0.40 0.51 0.30
H -2.28298 -17.73252 -13.50339 -0.02 0.06 -0.23
H -0.40158 -16.08579 -12.52728 0.22 -0.49 -0.21
H -1.64899 -15.21745 -11.77559 -0.69 -0.32 0.32
H -1.07314 -14.44048 -13.85256 0.47 0.34 -0.12
H -4.17141 -16.84248 -12.97066 -0.35 -0.16 -0.14
C -4.38376 -16.25204 -16.14544 0.19 0.77 -0.76
C -5.57125 -17.08349 -15.70224 -0.20 -0.42 1.04
O -5.35162 -17.64062 -14.36207 -0.03 0.91 -0.79
O -4.03389 -15.21259 -15.21755 -0.78 -1.00 -0.29
H -4.62337 -15.66541 -17.03315 -0.58 -0.34 -0.30
H -3.53997 -16.84972 -16.49162 0.32 -0.14 0.64
H -5.86564 -17.93977 -16.30913 0.51 0.27 -0.67
H -6.42976 -16.41159 -15.72922 -0.23 -0.03 0.63
H -5.51425 -18.58626 -14.38563 0.00 0.05 -0.01
H -3.30678 -15.53390 -14.67522 0.62 0.41 0.42
C 1.47781 -12.89163 -11.80898 -0.75 -0.43 -0.63
C 1.44860 -13.69760 -13.17644 0.17 0.64 2.10
O 0.25969 -13.45651 -13.90702 1.06 -0.35 -0.02
O 1.84727 -11.50590 -11.99374 0.29 -1.02 -0.54
H 2.06754 -13.47044 -11.09710 0.80 0.39 -0.04
H 0.48740 -12.91386 -11.35253 -0.36 -0.10 -0.30
H 1.51379 -14.76524 -12.96551 -0.54 -0.04 0.33
H 2.42317 -13.55286 -13.64445 -0.27 0.74 -0.84
H 0.18979 -12.51135 -14.07651 -0.03 0.72 -0.21
H 1.81958 -11.01734 -11.16775 -0.10 -0.26 0.18
C -6.51836 -9.00338 -13.75698 1.11 -0.49 2.11
C -7.78359 -8.81233 -12.91620 -0.26 1.72 -1.69
O -8.21667 -7.48905 -13.38458 -0.75 -0.84 0.94
O -5.60533 -7.91154 -13.43555 -0.58 0.01 -1.68
H -6.75613 -9.02799 -14.81984 0.17 0.42 0.12
H -5.95480 -9.89485 -13.48024 -0.38 -0.44 -0.23
H -7.64509 -8.83846 -11.83508 0.40 0.14 0.03
H -8.62247 -9.47052 -13.14200 0.26 -0.23 -0.22
H -7.41635 -6.95969 -13.43501 0.26 0.07 0.03
H -5.40996 -7.84085 -12.49684 -0.23 -0.23 0.43
C -1.62209 -8.80492 -14.47602 1.91 -1.80 1.39
C -0.95873 -10.01534 -13.60747 -1.51 2.18 -0.08
O -0.10218 -10.81944 -14.43135 -0.98 0.66 0.62
O -0.52568 -7.94007 -14.83836 -0.82 -0.05 0.14
H -2.30481 -8.25370 -13.82946 -0.37 -0.25 -0.20
H -2.10049 -9.19836 -15.37226 -0.11 0.30 0.14
H -1.73343 -10.47858 -12.99592 -0.13 -1.02 -0.81
H -0.37986 -9.56669 -12.79923 0.40 0.35 -0.22
H 0.59632 -10.16349 -14.50598 0.76 -0.42 -0.67
H -0.67372 -7.21674 -14.22457 0.65 0.38 -0.24
C -2.33975 -7.59062 -10.72157 -1.40 0.63 0.73
C -3.73974 -8.27291 -10.56606 0.75 -0.06 0.42
O -4.83870 -7.39323 -10.80673 0.14 -0.32 -1.00
O -1.26358 -8.44419 -10.41416 0.03 -0.14 -0.13
H -2.35779 -6.72083 -10.06325 0.18 0.13 0.28
H -2.21942 -7.13822 -11.70631 -0.08 -0.44 -0.32
H -3.92231 -8.71985 -9.58835 0.70 0.06 0.29
H -3.74371 -9.12999 -11.23989 -0.54 0.24 -0.41
H -4.89115 -6.64811 -10.20377 0.31 -0.14 0.20
H -0.92088 -8.18638 -9.55535 0.01 -0.16 0.02
```
Positions in Å, forces in eV/Å.

energy above the lowest of the compared OMol25 structures with the same formula, charge and spin	61.22	kcal/mol
orbital gap	9.922	eV
multiplicity	1
HOMO level	-9.720	eV

Atomic charges from the Mulliken analysis, expressed in e, are listed below: -0.894 -0.206 0.301 0.320 0.328 0.191 -0.584 -0.520 0.227 0.317 0.189 0.104 0.250 0.281 -0.366 0.219 -0.015 -0.340 -0.545 0.413 -0.428 -0.590 0.252 0.333 0.216 -0.003 -0.003 0.351 -0.840 0.706 -0.629 -0.557 0.448 0.242 0.072 -0.146 0.218 0.334 -0.628 0.293 -0.600 -0.568 0.408 0.243 0.257 -0.178 0.389 0.237 -0.485 -0.421 -0.533 0.402 0.270 0.337 0.476 0.132 0.279 -0.026 -0.083 -0.634 -0.635 -0.535 0.439 -0.037 0.390 0.341 0.351 0.312 0.680 -0.289 -0.624 -0.648 0.278 -0.520 0.194 0.300 0.385 0.271 -0.178 0.331 -0.525 -0.559 0.198 0.159 -0.630 0.446 0.414 0.371 -0.650 0.767 -0.591 -0.417 0.469 0.114 0.372 -0.516 0.286 0.277

---

Entry 2:
C19H61AgO13 as an isolated structure. Source: OMol25; level of theory: ωB97M-V with the def2-TZVPD basis set.

Geometry as XYZ:
```
94
Properties=species:S:1:pos:R:3:forces:R:3
Ag 0.10803 -2.88079 0.83477 1.18 1.24 0.23
C 4.23718 -0.78239 0.94183 0.86 0.89 -0.24
C 3.29253 -1.90130 0.60214 -1.54 1.10 -0.01
C 4.10215 -3.18663 0.51670 -1.05 0.03 0.79
O 2.19319 -1.86070 1.46813 0.40 -1.18 -0.11
H 4.97390 -0.63306 0.15249 0.36 -0.24 -0.34
H 4.81386 -0.99910 1.84104 -0.17 0.07 0.32
H 3.77607 0.20324 1.00522 -0.41 -0.14 0.34
H 2.89346 -1.67757 -0.38719 0.08 0.00 -0.90
H 3.35538 -3.96668 0.36851 0.33 -0.38 -0.05
H 4.52958 -3.25174 1.51729 0.35 -0.61 0.00
H 4.86524 -3.18257 -0.26162 0.02 0.01 -0.01
C -1.91665 0.44507 0.13933 0.53 0.31 1.10
C -0.94318 -0.21811 -0.84468 0.47 -1.40 0.15
C 0.42928 0.49165 -0.90354 -0.58 1.18 0.52
O -0.81761 -1.59496 -0.74660 -0.83 -0.17 -0.38
H -1.66186 0.38598 1.19748 1.17 0.17 0.19
H -2.92176 0.05305 0.29485 -0.20 -0.21 -1.38
H -1.90829 1.49289 -0.16085 -0.55 0.33 0.29
H -1.45006 -0.01033 -1.78702 -0.12 0.32 -1.01
H 1.08919 0.27636 -1.74393 -0.27 -0.75 -0.03
H 0.99447 0.44225 0.02717 0.02 -0.58 0.07
H 0.24497 1.55905 -1.02522 -0.12 0.42 0.00
C -1.50230 -3.52366 4.33797 -0.79 -1.03 0.33
C -1.57862 -2.22695 3.50482 0.63 -0.82 0.48
C -2.34212 -1.12754 4.24430 0.89 -0.62 0.31
O -0.26663 -1.92838 3.20138 -0.40 0.18 -0.62
H -2.43871 -4.08105 4.31447 -0.67 0.51 0.27
H -1.24934 -3.35688 5.38501 0.16 0.15 -0.07
H -0.88280 -4.32762 3.94051 0.79 0.66 -0.26
H -2.09701 -2.55322 2.60320 -0.08 0.25 -0.59
H -3.24378 -1.57842 4.65880 -0.37 0.45 -0.26
H -2.46606 -0.21576 3.66000 -0.33 -0.22 -0.07
H -1.70732 -0.88368 5.09616 -0.02 0.23 0.14
C -2.34920 2.71464 3.75189 -0.88 -0.56 -1.09
O -1.41749 2.36355 4.68995 1.79 -0.30 1.62
H -3.26482 2.18426 4.01348 -0.76 0.79 0.05
H -2.36938 3.80271 3.69023 -0.75 -0.08 -0.43
H -2.10138 2.25054 2.79726 0.39 0.39 -0.31
H -1.25688 3.13787 5.23422 0.25 -0.28 0.14
C -0.93541 3.78405 -2.55268 -0.13 -1.54 0.65
O -1.79815 2.95181 -3.31145 -0.37 0.43 -1.52
H -1.44099 3.84117 -1.58871 0.59 0.84 0.36
H 0.00821 3.24904 -2.44570 0.27 0.25 0.34
H -0.71016 4.74231 -3.02075 -0.61 -0.08 -0.12
H -2.12735 2.21253 -2.79502 0.29 0.06 0.30
C 4.69195 3.35359 -0.78522 -1.12 0.14 -2.76
O 3.38027 2.83094 -1.05698 -0.50 0.26 1.60
H 4.76980 4.26503 -1.37795 0.02 0.75 0.39
H 4.80897 3.59493 0.27127 0.14 -0.67 -0.19
H 5.41551 2.76024 -1.34423 0.56 -0.59 1.14
H 3.20874 2.38615 -1.89025 0.78 0.17 -0.26
C 1.70355 -5.18102 -1.84684 0.90 -1.87 0.05
O 1.25062 -4.03252 -1.23117 0.34 0.76 -0.59
H 0.84849 -5.79544 -2.12871 0.14 -0.65 0.30
H 2.34333 -5.17427 -2.72930 -0.22 1.39 -0.81
H 2.46686 -5.64973 -1.22575 -0.73 -0.54 0.83
H 0.81437 -3.58255 -1.95837 -0.68 0.95 0.13
C 0.13273 -2.33705 -4.67494 -0.54 -0.47 0.96
O -0.52032 -2.98979 -3.57541 0.18 -0.31 -0.71
H -0.57046 -1.74670 -5.26241 -0.03 0.15 -0.05
H 0.90921 -1.70323 -4.24661 0.32 0.08 -0.48
H 0.51307 -3.14216 -5.30362 0.29 0.24 0.03
H -0.92410 -2.32782 -3.00940 0.09 0.26 0.74
C -3.87761 -1.47769 -3.17939 0.53 0.09 -0.71
O -3.97064 -1.70011 -1.81595 -0.40 -0.15 0.75
H -2.87956 -1.72879 -3.53846 0.04 -0.23 -0.25
H -4.59824 -2.10374 -3.70556 -0.08 0.12 -0.06
H -4.01049 -0.42567 -3.43179 -0.36 0.23 -0.13
H -3.08605 -1.61187 -1.45359 0.56 -0.15 0.53
C 1.47189 1.42535 3.16705 -1.73 -1.02 -0.14
O 1.04462 0.54487 4.24304 1.65 0.69 0.34
H 0.73149 1.13508 2.42162 0.26 0.68 -0.85
H 1.39402 2.49012 3.38683 -0.07 0.07 0.30
H 2.45275 1.22663 2.73518 0.00 -0.55 0.66
H 0.19038 0.85569 4.55167 -0.11 0.26 -0.21
C 0.76242 4.95156 0.56164 -1.78 -1.44 -0.96
O 0.07778 5.34050 1.74374 0.91 0.89 0.87
H 1.84622 4.83693 0.54293 -0.14 0.57 0.86
H 0.36154 3.95541 0.37439 0.48 -0.42 -0.50
H 0.40834 5.53711 -0.28681 0.41 0.40 -0.13
H -0.86528 5.26723 1.57984 0.13 -0.09 -0.14
C -5.73721 0.18044 0.21493 -1.04 0.53 0.16
O -7.02957 -0.05884 0.81508 0.15 -0.59 0.18
H -5.68850 1.26697 0.28693 1.01 0.05 -0.72
H -4.88889 -0.28696 0.71491 -0.29 -0.08 0.34
H -5.76401 -0.21184 -0.80168 0.09 0.31 0.05
H -7.23045 0.71528 1.34611 -0.04 -0.22 0.05
C 3.44884 0.39776 -3.72207 -1.60 0.17 -1.60
O 2.79333 1.57434 -4.28028 1.05 0.70 0.71
H 2.95176 0.07434 -2.80752 0.43 0.04 0.20
H 3.28789 -0.35257 -4.49615 0.39 -0.60 0.31
H 4.51966 0.58625 -3.64517 -0.27 0.22 0.27
H 1.89961 1.43297 -4.60105 0.05 -0.59 0.28
```
Positions in Å, forces in eV/Å.

⟨S²⟩	0.7570
orbital gap (alpha / beta)	6.079 / 5.073	eV
multiplicity	2
charge	-1
HOMO level (alpha / beta)	-3.839 / -3.565	eV

Atomic charges from the Mulliken analysis, expressed in e, are listed below: 0.513 -1.386 1.445 -1.641 -0.674 0.398 0.373 0.061 -0.376 0.130 0.465 0.332 0.169 1.298 -0.048 -0.811 -0.300 -0.542 0.187 -0.070 -0.258 0.002 -0.201 -1.547 0.953 -1.164 -0.276 0.429 0.345 0.366 0.111 0.454 -0.005 0.315 -0.270 -0.411 0.243 0.361 -0.135 0.266 -0.282 -0.625 0.179 0.065 0.378 0.296 -0.779 -0.298 0.339 0.219 0.303 0.222 -0.880 -0.137 0.290 0.327 0.323 0.186 -0.464 -0.516 0.292 0.093 0.278 0.114 -0.176 -0.532 -0.120 0.299 0.220 0.305 0.115 -0.550 -0.295 0.294 0.192 0.262 -0.070 -0.561 0.193 -0.174 0.330 0.287 -0.181 -0.558 0.269 0.015 0.077 0.311 -0.316 -0.555 0.007 0.304 0.283 0.300

---

Largest force on an atom for the records above, in order: 3.0; 3.0 eV/A
Calculated total energy for the records above, in order: -59572.2385; -51299.6084 eV